Entry from the Open Molecules 2025 dataset: a single C3H6N2S molecule in a non-equilibrium geometry (ωB97M-V/def2-TZVPD).

```
12
C3H6N2S ωB97M-V/def2-TZVPD
N -0.845 1.851 -0.022
N -0.746 0.465 -0.019
C -1.788 -0.536 0.031
C -0.636 -1.531 -0.016
C 0.312 -0.367 -0.015
S 1.903 -0.038 0.009
H -0.433 2.177 0.840
H -0.218 2.181 -0.747
H -2.474 -0.554 -0.872
H -2.382 -0.504 0.941
H -0.531 -2.150 0.892
H -0.607 -2.162 -0.911
```

Output
* structure (SMILES): NN1CCC1=S
* Kohn-Sham gap: 9.40 eV
* LUMO level: 0.9 eV
* multiplicity: 1

Results of the Löwdin charge analysis, in e, for atoms 1 through 4: N 0.10; N -0.23; C -0.13; C -0.14

Entry from the Open Molecules 2025 dataset: a molecular structure, C2H2LiNaO2Tl in a non-equilibrium geometry (ωB97M-V/def2-TZVPD).

```
9
C2H2LiNaO2Tl ωB97M-V/def2-TZVPD
O 0.046 0.157 -0.840
C -0.626 1.314 -0.985
C -0.895 2.094 0.092
Na -0.011 -1.990 -0.718
Tl 1.276 1.249 0.709
H -1.635 2.877 -0.138
H -0.909 1.454 -2.047
Li -1.259 0.094 0.807
O -0.047 -1.236 1.406
```

Output
* expectation value of S²: 0.76
* Kohn-Sham gap (spin up / spin down): 6.38 / 6.40 eV
* LUMO level (spin up / spin down): -0.8 / -0.8 eV
* multiplicity: 2

Results of the Löwdin charge analysis, in e, for atoms 1 through 4: O -0.57; C -0.62; C -0.30; Na 0.62

Entry from the Open Molecules 2025 dataset: a single C5H6O molecule in a non-equilibrium geometry (ωB97M-V/def2-TZVPD).

```
12
C5H6O ωB97M-V/def2-TZVPD
C -2.767 0.336 -0.194
C -1.580 0.134 -0.342
C -0.194 -0.334 -0.481
O 0.204 -0.021 -1.828
C 0.669 0.407 0.511
C 1.716 -0.173 1.135
H -3.770 0.629 0.132
H -0.175 -1.400 -0.203
H 1.143 -0.210 -1.893
H 0.399 1.513 0.519
H 1.923 -1.230 0.892
H 2.433 0.349 1.752
```

Output
* structure (SMILES): C#C[C@@H](O)C=C
* Kohn-Sham gap: 10.92 eV
* LUMO level: 0.9 eV
* multiplicity: 1

Results of the Löwdin charge analysis, in e, for atoms 1 through 4: C 0.12; C -0.09; C -0.43; O -0.02

Entry from the Open Molecules 2025 dataset: a single C17H27NO2 molecule in a non-equilibrium geometry (ωB97M-V/def2-TZVPD).

```
47
C17H27NO2 ωB97M-V/def2-TZVPD
C -3.125 -2.602 -0.307
C -2.594 -3.301 0.940
N -1.214 -3.723 0.776
C -0.239 -2.638 0.750
C 0.301 -2.449 -0.673
C 0.976 -1.085 -0.920
C 2.231 -0.907 -0.062
C 3.003 0.355 -0.446
C 4.183 0.663 0.482
C 4.762 2.036 0.142
C 5.275 -0.400 0.384
C -0.052 0.012 -0.770
C -0.890 0.280 -1.844
C -1.914 1.221 -1.785
C -2.071 1.895 -0.599
C -1.235 1.642 0.486
C -0.226 0.712 0.429
O -1.600 2.444 1.538
C -2.693 3.208 1.078
O -2.983 2.863 -0.258
H -2.610 -1.660 -0.477
H -4.187 -2.396 -0.189
H -2.987 -3.241 -1.175
H -2.723 -2.627 1.807
H -3.188 -4.201 1.123
H -0.982 -4.393 1.498
H -0.701 -1.703 1.092
H 0.591 -2.867 1.424
H -0.533 -2.555 -1.365
H 1.012 -3.247 -0.891
H 1.300 -1.084 -1.968
H 1.970 -0.869 0.996
H 2.864 -1.783 -0.210
H 2.315 1.203 -0.428
H 3.370 0.254 -1.470
H 3.815 0.690 1.514
H 5.136 2.045 -0.880
H 4.002 2.808 0.236
H 5.585 2.281 0.810
H 5.622 -0.491 -0.643
H 4.911 -1.369 0.714
H 6.123 -0.128 1.008
H -0.748 -0.265 -2.765
H -2.556 1.414 -2.628
H 0.401 0.549 1.288
H -3.573 3.009 1.710
H -2.443 4.281 1.136
```

Output
* structure (SMILES): CCNCC[C@H](CCC(C)C)c1ccc2c(c1)OCO2
* Kohn-Sham gap: 8.80 eV
* LUMO level: 0.8 eV
* multiplicity: 1

Results of the Löwdin charge analysis, in e, for atoms 1 through 4: C -0.09; C -0.30; N -0.09; C -0.22

Entry from the Open Molecules 2025 dataset: 14 unconnected molecules or ions with the total composition C33H94O23 in a non-equilibrium geometry (ωB97M-V/def2-TZVPD).

```
150
C33H94O23 ωB97M-V/def2-TZVPD
C -3.254 -1.972 4.426
C -1.766 -2.352 4.290
C -1.411 -3.384 5.310
O -1.540 -2.856 3.007
H -3.432 -1.408 5.341
H -3.922 -2.833 4.419
H -3.473 -1.384 3.534
H -1.037 -1.551 4.415
H -0.330 -3.325 5.439
H -1.815 -4.381 5.138
H -1.754 -3.043 6.287
H -2.029 -2.352 2.353
C 2.121 -4.970 4.373
C 2.775 -4.158 3.357
C 2.150 -2.764 3.135
O 4.106 -4.021 3.688
H 2.102 -4.391 5.296
H 2.810 -5.783 4.601
H 1.138 -5.311 4.046
H 2.820 -4.672 2.397
H 2.670 -2.278 2.310
H 2.295 -2.091 3.980
H 1.073 -2.836 2.986
H 4.105 -3.767 4.614
C -3.653 -1.590 -1.317
C -3.783 -1.285 0.200
C -4.869 -2.073 0.917
O -2.620 -1.617 0.903
H -4.151 -0.828 -1.917
H -4.135 -2.543 -1.533
H -2.617 -1.706 -1.636
H -3.965 -0.218 0.334
H -4.691 -3.148 0.887
H -5.875 -1.882 0.543
H -4.902 -1.894 1.992
H -2.231 -2.388 0.484
C 4.073 1.656 -2.603
C 3.898 1.164 -4.039
C 4.213 2.185 -5.061
O 4.521 -0.062 -4.153
H 3.379 2.458 -2.352
H 5.075 2.021 -2.377
H 3.943 0.873 -1.856
H 2.883 0.808 -4.220
H 3.825 1.925 -6.046
H 5.290 2.350 -5.082
H 3.821 3.167 -4.797
H 5.429 0.137 -3.913
C 0.115 5.774 -4.441
C 1.307 4.875 -4.815
C 0.981 3.411 -4.404
O 1.578 5.027 -6.183
H 0.359 6.757 -4.844
H 0.074 5.836 -3.354
H -0.813 5.335 -4.808
H 2.217 5.232 -4.334
H -0.021 3.034 -4.603
H 1.112 3.318 -3.326
H 1.703 2.714 -4.830
H 0.797 4.787 -6.687
C 1.627 4.249 0.597
C 0.352 4.292 1.533
O -0.742 3.724 0.828
O 2.249 2.949 0.538
H 2.336 4.990 0.967
H 1.395 4.600 -0.409
H 0.127 5.316 1.833
H 0.599 3.651 2.380
H -0.774 2.767 0.769
H 1.667 2.433 -0.026
C 4.267 0.179 0.979
C 5.206 -0.264 2.128
O 6.167 -1.047 1.517
O 3.471 -0.864 0.456
H 4.781 0.692 0.166
H 3.536 0.899 1.346
H 4.643 -0.725 2.940
H 5.612 0.654 2.554
H 5.695 -1.833 1.234
H 3.959 -1.290 -0.252
C 2.447 -3.748 -1.645
C 2.779 -2.448 -2.480
O 3.966 -1.875 -1.966
O 1.963 -3.268 -0.376
H 3.293 -4.406 -1.447
H 1.588 -4.190 -2.150
H 1.963 -1.726 -2.438
H 3.059 -2.700 -3.503
H 4.309 -1.283 -2.640
H 2.633 -2.689 -0.006
C 0.266 0.171 0.667
C 0.686 0.199 -0.823
O 0.751 1.530 -1.342
O -1.042 0.739 0.889
H 0.958 0.814 1.210
H 0.398 -0.754 1.227
H -0.047 -0.356 -1.408
H 1.674 -0.215 -1.023
H -0.127 1.651 -1.712
H -1.724 0.063 0.907
C -1.195 -2.436 -4.645
C -0.760 -0.888 -4.710
O -1.978 -0.116 -4.624
O -1.933 -2.700 -5.784
H -1.835 -2.511 -3.766
H -0.321 -3.073 -4.507
H -0.326 -0.567 -5.657
H -0.051 -0.697 -3.905
H -2.472 -0.447 -5.378
H -1.857 -3.648 -5.913
C -5.215 2.997 2.552
C -3.924 2.990 1.729
O -2.831 3.575 2.379
O -5.848 4.242 2.279
H -4.926 2.906 3.599
H -5.952 2.291 2.168
H -4.132 3.439 0.758
H -3.610 1.974 1.488
H -2.163 3.649 1.693
H -6.385 4.156 1.488
C -0.182 -5.547 0.941
C -1.042 -4.889 -0.102
O -0.893 -3.553 -0.093
O -0.760 -5.347 2.220
H 0.826 -5.132 0.954
H -0.033 -6.621 0.823
H -2.056 -5.268 0.025
H -0.748 -5.307 -1.065
H 0.055 -3.431 -0.003
H -0.927 -4.422 2.415
C -1.828 1.487 5.120
C -0.575 1.743 4.306
O 0.298 2.541 5.048
O -1.583 0.682 6.275
H -2.636 1.238 4.433
H -2.167 2.444 5.517
H -0.783 2.278 3.380
H 0.035 0.893 4.000
H 0.378 2.078 5.886
H -2.433 0.714 6.721
C -2.699 3.792 -2.123
C -2.901 2.532 -2.939
O -1.912 1.552 -2.633
O -3.626 4.777 -2.531
H -1.673 4.160 -2.098
H -2.857 3.559 -1.070
H -2.813 2.667 -4.017
H -3.934 2.209 -2.812
H -2.073 0.874 -3.293
H -3.378 5.552 -2.021
```

Output
* Kohn-Sham gap: 9.45 eV
* LUMO level: 0.1 eV
* multiplicity: 1

Results of the Löwdin charge analysis, in e, for atoms 1 through 4: C -0.03; C -0.48; C -0.04; O -0.08

Entry from the Open Molecules 2025 dataset: a molecular structure, C2H4N2S3 in a non-equilibrium geometry (ωB97M-V/def2-TZVPD).

```
11
C2H4N2S3 ωB97M-V/def2-TZVPD
C -0.782 0.628 -0.192
C 0.774 0.934 -0.059
H -3.166 0.017 0.138
H -0.339 -1.499 -0.090
H 1.258 1.834 -0.019
H 3.256 -1.493 0.866
N -1.066 -0.691 -0.290
N 1.380 -0.161 0.156
S -2.598 -1.277 -0.132
S -1.822 1.813 -0.113
S 3.105 -0.105 -0.266
```

Output
* Kohn-Sham gap: 7.80 eV
* LUMO level: -0.7 eV
* multiplicity: 1

Results of the Löwdin charge analysis, in e, for atoms 1 through 4: C -0.93; C -0.26; H -0.15; H 0.14

Entry from the Open Molecules 2025 dataset: a molecular structure, C12H27Cl3Ge2IrO3 in a non-equilibrium geometry (ωB97M-V/def2-TZVPD).

```
48
C12H27Cl3Ge2IrO3 ωB97M-V/def2-TZVPD
Ir 0.001 0.000 0.844
C 1.895 2.060 0.899
C 2.324 1.417 -0.425
C 2.207 2.395 -1.590
C 3.766 0.921 -0.319
O 1.459 0.269 -0.644
Ge 0.000 0.000 -2.082
O -0.496 -1.398 -0.643
C 0.065 -2.722 -0.425
C -1.086 -3.722 -0.318
C 0.837 -2.672 0.898
C 0.970 -3.110 -1.591
O -0.962 1.129 -0.643
C -2.389 1.305 -0.425
C -2.732 0.612 0.899
C -2.680 2.802 -0.318
C -3.178 0.715 -1.590
H 2.481 2.946 1.146
H 2.045 1.333 1.718
H 0.839 2.377 0.829
H 2.825 3.272 -1.410
H 1.163 2.703 -1.714
H 2.540 1.929 -2.520
H 4.425 1.759 -0.096
H 4.087 0.466 -1.255
H 3.848 0.181 0.480
H -1.767 -3.423 0.481
H -0.690 -4.712 -0.095
H -1.641 -3.773 -1.254
H 0.133 -2.438 1.718
H 1.640 -1.916 0.829
H 1.311 -3.623 1.145
H 0.400 -3.165 -2.520
H 1.421 -4.084 -1.410
H 1.759 -2.360 -1.715
H -2.178 1.104 1.718
H -2.479 -0.462 0.829
H -3.792 0.677 1.145
H -2.080 3.242 0.481
H -3.735 2.954 -0.095
H -2.446 3.307 -1.254
H -2.923 -0.343 -1.715
H -2.941 1.237 -2.520
H -4.246 0.812 -1.410
Cl -1.595 -1.298 4.019
Ge 0.000 0.001 3.882
Cl 1.922 -0.732 4.019
Cl -0.326 2.031 4.020
```

Output
* charge: +3
* Kohn-Sham gap: 6.89 eV
* LUMO level: -13.4 eV
* multiplicity: 1

Results of the Löwdin charge analysis, in e, for atoms 1 through 4: Ir 1.24; C -0.04; C -0.65; C -0.01

Entry from the Open Molecules 2025 dataset: a molecular structure, C5H9NO (ωB97M-V/def2-TZVPD).

```
16
C5H9NO ωB97M-V/def2-TZVPD
C 1.348 0.827 0.338
C 0.012 0.182 -0.005
C -1.109 0.735 0.869
C -0.335 0.034 -1.502
O -0.365 -1.413 -1.371
C 0.014 -1.333 -0.055
N 0.258 -2.234 0.784
H 1.683 0.490 1.323
H 2.126 0.575 -0.387
H 1.247 1.917 0.372
H -0.890 0.530 1.922
H -1.199 1.820 0.739
H -2.073 0.273 0.630
H 0.449 0.337 -2.204
H -1.306 0.420 -1.823
H 0.141 -3.160 0.370
```

Output
* Kohn-Sham gap: 10.90 eV
* LUMO level: 0.9 eV
* multiplicity: 1

Results of the Löwdin charge analysis, in e, for atoms 1 through 4: C -0.03; C -0.46; C -0.03; C -0.08

Entry from the Open Molecules 2025 dataset: 2 unconnected molecules or ions with the total composition C11H23BrN3O2 in a non-equilibrium geometry (ωB97M-V/def2-TZVPD).

```
40
C11H23BrN3O2 ωB97M-V/def2-TZVPD
C 0.848 -2.489 4.688
C 0.912 -1.622 3.433
C -0.428 -1.126 2.884
C -1.565 -2.138 2.966
O -0.287 -0.826 1.485
C 0.218 0.378 1.185
O 0.665 1.137 2.020
N 0.185 0.715 -0.176
C -0.855 1.771 -0.399
C -0.339 2.936 -1.254
C -1.208 3.246 -2.492
N -0.465 3.506 -3.735
N -0.039 -0.382 -1.010
C 0.742 -0.775 -1.962
C 0.856 -0.081 -3.265
C 1.544 -2.041 -1.794
H 1.785 -3.040 4.795
H 0.053 -3.234 4.664
H 0.747 -1.886 5.593
H 1.457 -2.119 2.626
H 1.497 -0.732 3.678
H -0.705 -0.216 3.419
H -2.129 -2.026 3.893
H -2.225 -1.992 2.111
H -1.189 -3.161 2.905
H -1.687 1.276 -0.901
H -1.168 2.142 0.578
H -0.281 3.828 -0.624
H 0.687 2.716 -1.557
H -1.852 2.385 -2.681
H -1.838 4.115 -2.278
H -0.458 2.659 -4.295
H 0.506 3.702 -3.523
H -0.158 0.116 -3.743
H 1.335 0.894 -3.084
H 1.464 -0.630 -3.987
H 1.197 -2.837 -2.461
H 2.574 -1.811 -2.078
H 1.510 -2.371 -0.757
Br -1.903 0.014 -4.869
```

Output
* charge: -1
* Kohn-Sham gap: 6.91 eV
* LUMO level: 2.7 eV
* multiplicity: 1

Results of the Löwdin charge analysis, in e, for atoms 1 through 4: C -0.10; C -0.19; C -0.35; C -0.04

Entry from the Open Molecules 2025 dataset: 2 unconnected molecules or ions with the total composition C4H12NP in a non-equilibrium geometry (ωB97M-V/def2-TZVPD).

```
18
C4H12NP ωB97M-V/def2-TZVPD
C -0.770 1.099 1.044
C -2.486 -0.142 0.137
C 2.082 0.826 0.489
C 0.560 -1.588 -0.134
N -0.099 0.676 -1.454
P 0.276 0.242 0.071
H -0.911 0.671 1.971
H -1.875 -1.006 0.013
H -2.641 0.369 -0.706
H -3.151 -0.143 0.950
H 2.523 1.499 -0.206
H 1.953 1.245 1.461
H 2.742 -0.006 0.611
H 1.372 -2.050 0.625
H -0.452 -1.975 0.000
H 0.914 -1.704 -1.183
H -0.648 1.527 -1.567
H 0.614 0.461 -2.122
```

Output
* expectation value of S²: 2.01
* Kohn-Sham gap (spin up / spin down): 6.01 / 6.92 eV
* LUMO level (spin up / spin down): 0.7 / -0.9 eV
* multiplicity: 3

Results of the Löwdin charge analysis, in e, for atoms 1 through 4: C -0.22; C -0.03; C -0.17; C -0.20

Entry from the Open Molecules 2025 dataset: a molecular structure, C40H41N3O3SiTeV in a non-equilibrium geometry (ωB97M-V/def2-TZVPD).

```
90
C40H41N3O3SiTeV ωB97M-V/def2-TZVPD
V -0.440 0.244 0.150
C 0.379 -4.824 2.397
O -0.132 -3.540 2.086
C 0.086 -2.556 2.983
C 0.476 -2.769 4.294
C 0.616 -1.695 5.169
C 0.398 -0.408 4.739
C 0.070 -0.160 3.401
C -0.007 1.174 2.888
N -0.123 1.456 1.623
N -0.066 2.778 1.290
C -0.153 2.888 -0.006
O -0.298 1.797 -0.697
C -0.082 4.206 -0.642
C 0.041 4.302 -2.026
C 0.087 5.544 -2.636
C 0.009 6.696 -1.868
C -0.100 6.606 -0.485
C -0.143 5.367 0.128
C -0.103 -1.244 2.520
O -0.406 -0.948 1.256
H -0.094 -5.249 3.286
H 0.154 -5.446 1.537
H 1.463 -4.790 2.541
H 0.672 -3.773 4.642
H 0.905 -1.885 6.193
H 0.505 0.430 5.417
H 0.076 2.017 3.565
H 0.119 3.397 -2.613
H 0.186 5.610 -3.712
H 0.037 7.668 -2.345
H -0.153 7.506 0.112
H -0.222 5.275 1.202
C 1.345 -0.539 -0.719
Si 1.076 -1.605 -2.221
C -0.145 -0.518 -3.187
N -1.352 -0.241 -2.371
C -2.295 -1.401 -2.395
C -3.738 -1.016 -2.702
C -3.847 -0.311 -4.055
C -2.738 0.751 -4.203
C -2.026 0.974 -2.869
C 2.680 -1.900 -3.182
C 3.007 -1.242 -4.366
C 4.187 -1.522 -5.043
C 5.066 -2.470 -4.542
C 4.765 -3.128 -3.357
C 3.584 -2.845 -2.689
C 0.316 -3.340 -2.138
C -0.502 -3.772 -1.096
C -1.149 -4.999 -1.152
C -0.969 -5.831 -2.247
C -0.141 -5.428 -3.286
C 0.487 -4.193 -3.231
H 1.930 0.330 -1.034
H 1.904 -1.053 0.070
H -0.406 -0.940 -4.168
H 0.356 0.439 -3.369
H -2.266 -1.915 -1.436
H -1.968 -2.117 -3.156
H -4.121 -0.374 -1.909
H -4.338 -1.928 -2.701
H -4.832 0.149 -4.148
H -3.765 -1.050 -4.857
H -3.143 1.699 -4.560
H -2.001 0.429 -4.942
H -2.743 1.307 -2.116
H -1.276 1.757 -2.968
H 2.327 -0.501 -4.775
H 4.421 -0.997 -5.962
H 5.980 -2.702 -5.073
H 5.454 -3.863 -2.959
H 3.352 -3.378 -1.772
H -0.639 -3.137 -0.233
H -1.807 -5.301 -0.345
H -1.472 -6.789 -2.293
H 0.008 -6.077 -4.140
H 1.123 -3.884 -4.054
Te -3.099 0.323 0.807
C -3.876 2.304 0.821
C -4.825 2.608 1.797
C -5.447 3.846 1.819
C -5.122 4.808 0.873
C -4.162 4.522 -0.087
C -3.544 3.279 -0.114
H -5.079 1.861 2.539
H -6.187 4.060 2.581
H -5.610 5.774 0.883
H -3.900 5.270 -0.826
H -2.796 3.080 -0.874
```

Output
* expectation value of S²: 0.80
* Kohn-Sham gap (spin up / spin down): 5.83 / 5.68 eV
* LUMO level (spin up / spin down): -0.9 / -1.0 eV
* multiplicity: 2

Results of the Löwdin charge analysis, in e, for atoms 1 through 4: V 0.70; C -0.06; O -0.07; C -0.20

Entry from the Open Molecules 2025 dataset: a single C12H11NO molecule in a non-equilibrium geometry (ωB97M-V/def2-TZVPD).

```
25
C12H11NO ωB97M-V/def2-TZVPD
C 4.778 -0.597 -0.100
C 3.290 -0.369 -0.152
C 2.276 -1.024 -0.861
C 0.944 -0.497 -0.844
C 0.640 0.626 -0.023
O -0.516 1.280 -0.070
C -1.683 0.523 0.125
C -2.751 1.000 -0.659
C -3.916 0.231 -0.694
C -3.978 -0.851 0.073
C -2.948 -1.287 0.858
C -1.705 -0.678 0.928
C 1.718 1.240 0.742
N 2.934 0.683 0.741
H 5.307 0.437 -0.063
H 5.213 -1.125 -0.952
H 5.034 -1.362 0.712
H 2.384 -1.934 -1.372
H 0.268 -1.012 -1.421
H -2.487 1.865 -1.405
H -4.725 0.656 -1.411
H -4.912 -1.375 0.229
H -3.114 -2.134 1.478
H -0.913 -0.986 1.720
H 1.546 2.057 1.500
```

Output
* structure (SMILES): Cc1ccc(Oc2ccccc2)cn1
* Kohn-Sham gap: 9.18 eV
* LUMO level: 0.8 eV
* multiplicity: 1

Results of the Löwdin charge analysis, in e, for atoms 1 through 4: C -0.08; C -0.30; C -0.02; C 0.03